# 1
Entry from the Open Molecules 2025 dataset: a structure of composition C4H8O2 at a distorted geometry (ωB97M-V with the def2-TZVPD basis set).

Properties
- Charge: 0
- Molecular weight: 88.11 g mol⁻¹
- HOMO-LUMO gap: 9.687 eV
- ΔE to the lowest compared entry with this formula, charge and spin: 414.6 kJ/mol
- E_HOMO: -8.8683 eV

Geometry as XYZ:
```
14
Properties=species:S:1:pos:R:3:lowdin_charge:R:1
O -0.645 -1.474 -1.640 -0.05
C -0.441 -1.324 -0.273 -0.17
C 0.616 0.020 0.226 -0.20
C 0.152 1.172 -0.605 -0.19
O -0.728 1.600 0.456 -0.11
C -0.044 0.752 1.393 -0.18
H -0.076 -2.144 -2.032 0.10
H 0.414 -1.655 0.256 0.08
H -1.394 -1.049 0.168 0.12
H 1.714 -0.168 0.329 0.14
H 0.912 1.918 -0.850 0.12
H -0.380 0.847 -1.506 0.11
H 0.629 1.333 2.048 0.12
H -0.728 0.172 2.031 0.12
```

# 2
Entry from the Open Molecules 2025 dataset: a cluster of 8 separate species, C17H38O14 in total at a distorted geometry (ωB97M-V with the def2-TZVPD basis set).

Properties
- Charge: 0
- Molecular weight: 466.48 g mol⁻¹
- HOMO-LUMO gap: 9.512 eV
- ΔE to the lowest compared entry with this formula, charge and spin: 233.4 kJ/mol
- SMILES: C[C@H]1COC(=O)O1.C[C@H]1COC(=O)O1.C[C@H]1COC(=O)O1.CO.CO.CO.CO.CO
- E_HOMO: -9.2175 eV

Geometry as XYZ:
```
69
Properties=species:S:1:pos:R:3:lowdin_charge:R:1
C -0.494 -4.354 1.913 -0.04
C -0.732 -5.420 3.012 -0.30
C 0.511 -6.250 3.445 -0.06
O 0.483 -5.973 4.868 0.02
C -0.411 -4.981 5.264 -0.45
O -0.417 -4.410 6.360 0.12
O -1.069 -4.617 4.122 0.05
H 0.317 -3.633 2.018 0.08
H -1.409 -3.843 1.613 0.07
H -0.171 -4.921 1.041 0.08
H -1.535 -6.105 2.739 0.15
H 1.504 -5.890 3.177 0.13
H 0.339 -7.266 3.091 0.13
C 2.877 3.800 6.396 -0.01
C 1.803 3.506 5.332 -0.33
C 1.676 4.561 4.192 -0.07
O 1.728 3.684 3.124 0.09
C 2.059 2.460 3.458 -0.60
O 2.176 1.568 2.634 0.12
O 2.099 2.316 4.740 0.14
H 3.452 4.669 6.077 0.08
H 3.548 2.954 6.547 0.09
H 2.420 3.893 7.381 0.08
H 0.894 3.472 5.933 0.15
H 2.511 5.262 4.193 0.13
H 0.705 5.027 4.359 0.14
C 0.925 -1.454 -0.174 0.00
C 0.321 0.024 -0.485 -0.21
C 1.304 1.160 -0.810 -0.06
O 0.791 1.575 -2.056 0.07
C -0.231 0.874 -2.486 -0.60
O -0.826 1.086 -3.533 0.12
O -0.537 -0.069 -1.653 0.10
H 1.550 -1.387 0.717 0.08
H 1.517 -1.930 -0.955 0.08
H 0.130 -2.162 0.058 0.04
H -0.168 0.211 0.471 0.12
H 2.329 0.794 -0.879 0.14
H 1.256 1.989 -0.104 0.13
C -1.233 0.155 3.008 -0.12
O -1.097 -1.274 2.737 -0.14
H -1.550 0.229 4.048 0.08
H -0.201 0.507 3.010 0.06
H -1.870 0.693 2.306 0.08
H -1.973 -1.663 2.787 0.07
C 2.469 2.934 -4.819 -0.20
O 2.089 4.225 -5.083 -0.11
H 2.274 2.243 -5.639 0.07
H 3.550 2.904 -4.685 0.08
H 1.888 2.606 -3.957 0.06
H 1.138 4.141 -4.980 0.03
C -2.697 -0.763 -5.668 -0.16
O -2.937 -0.121 -6.947 -0.12
H -3.205 -1.719 -5.532 0.07
H -1.639 -0.948 -5.485 0.07
H -2.982 -0.168 -4.801 0.06
H -2.471 0.714 -6.854 0.05
C -2.089 -2.652 -2.265 -0.14
O -2.921 -3.654 -2.895 -0.14
H -1.113 -2.711 -2.747 0.08
H -2.627 -1.724 -2.465 0.08
H -1.883 -2.862 -1.216 0.06
H -2.395 -4.270 -3.410 0.07
C -1.857 3.915 -5.328 -0.15
O -0.566 3.752 -5.851 -0.12
H -2.321 2.952 -5.115 0.06
H -1.866 4.508 -4.414 0.09
H -2.507 4.323 -6.103 0.08
H -0.634 3.507 -6.777 0.09
```

# 3
Entry from the Open Molecules 2025 dataset: an isolated molecule of C4H8N2OS at a distorted geometry (ωB97M-V with the def2-TZVPD basis set).

Properties
- Charge: 0
- Molecular weight: 132.19 g mol⁻¹
- HOMO-LUMO gap: 9.161 eV
- ΔE to the lowest compared entry with this formula, charge and spin: 87.0 kJ/mol
- SMILES: [H]/N=C(/C)NSC(C)=O
- E_HOMO: -8.6170 eV

Geometry as XYZ:
```
16
Properties=species:S:1:pos:R:3:lowdin_charge:R:1
H 2.480 0.396 -1.957 0.02
N 1.834 1.039 -2.350 0.12
C 0.783 0.924 -1.635 -0.60
C -0.413 1.726 -2.042 -0.09
N 0.608 0.115 -0.575 -0.25
S -0.835 0.071 0.333 1.03
C -0.241 -1.023 1.576 -0.76
C -1.387 -1.461 2.554 -0.07
O 0.888 -1.413 1.607 0.02
H -0.114 2.212 -2.935 0.06
H -0.664 2.497 -1.279 0.08
H -1.340 1.132 -2.265 0.09
H 1.370 -0.350 -0.117 0.09
H -2.243 -1.776 1.858 0.09
H -1.793 -0.651 3.142 0.06
H -0.982 -2.370 3.119 0.11
```

# 4
Entry from the Open Molecules 2025 dataset: a cluster of 5 separate species, C25H36BrClF13NO10S2 in total at a distorted geometry (ωB97M-V with the def2-TZVPD basis set).

Properties
- Charge: 0
- Molecular weight: 937.02 g mol⁻¹
- HOMO-LUMO gap: 9.304 eV
- SMILES: [H]/N=C\CC(S)(S)O[C@H](Br)[C@@H](OCF)[C@H](Cl)CC.CCOC(=O)C(F)(F)F.CCOC(=O)C(F)(F)F.CCOC(=O)C(F)(F)F.CCOC(=O)C(F)(F)F
- E_HOMO: -9.1300 eV

Geometry as XYZ:
```
89
Properties=species:S:1:pos:R:3:lowdin_charge:R:1
H 3.447 -2.203 1.855 0.03
N 2.682 -2.074 1.155 0.04
C 1.656 -1.357 1.733 -0.21
C 1.749 -0.809 3.308 -0.20
C 2.391 0.731 3.161 -1.04
S 2.435 1.414 4.895 0.69
S 1.090 1.652 2.103 0.66
O 3.672 0.549 2.489 -0.26
C 4.698 1.523 2.846 -0.58
Br 4.236 3.443 2.418 0.71
C 6.000 1.179 1.853 -0.34
O 6.030 2.003 0.634 -0.24
C 5.489 1.266 -0.538 -0.10
F 6.557 0.842 -1.492 -0.10
C 7.396 1.533 2.692 -0.55
Cl 7.846 3.325 2.365 0.53
C 8.568 0.505 2.092 -0.24
C 8.660 -0.765 3.131 -0.15
H 0.706 -1.146 1.046 0.11
H 0.664 -0.713 3.769 0.12
H 2.456 -1.529 3.918 0.13
H 3.286 2.518 5.037 -0.11
H -0.033 1.696 2.986 -0.07
H 5.148 1.388 3.945 0.13
H 6.056 0.011 1.651 0.17
H 4.754 1.951 -1.151 0.15
H 4.855 0.359 -0.144 0.14
H 7.323 1.283 3.836 0.12
H 9.546 1.140 2.000 0.11
H 8.196 0.084 1.060 0.11
H 7.580 -1.101 3.511 0.09
H 9.350 -0.507 4.064 0.09
H 9.073 -1.681 2.508 0.08
C -0.144 -5.875 -0.594 -0.05
C -0.505 -4.401 -0.615 -0.20
O -1.922 -4.227 -0.469 0.01
C -2.407 -4.275 0.813 -0.33
O -1.705 -4.462 1.803 0.14
C -3.914 -4.026 0.827 -0.47
F -4.575 -4.724 -0.141 0.13
F -4.218 -2.712 0.622 0.14
F -4.502 -4.371 2.008 0.14
H -0.716 -6.422 -1.350 0.07
H 0.924 -6.014 -0.786 0.09
H -0.383 -6.326 0.374 0.08
H -0.230 -3.971 -1.585 0.13
H 0.040 -3.839 0.152 0.11
C -1.467 6.868 0.309 -0.08
C -1.226 7.416 1.704 -0.20
O -2.083 6.768 2.656 0.01
C -1.659 5.548 3.117 -0.32
O -0.619 5.004 2.756 0.13
C -2.634 4.998 4.155 -0.47
F -3.939 5.130 3.778 0.14
F -2.520 5.638 5.355 0.14
F -2.449 3.672 4.414 0.13
H -2.527 6.946 0.044 0.08
H -0.875 7.416 -0.429 0.08
H -1.201 5.808 0.250 0.08
H -1.475 8.482 1.726 0.13
H -0.174 7.326 1.998 0.13
C -5.597 2.689 -3.247 -0.06
C -4.185 2.521 -3.776 -0.21
O -3.600 3.799 -4.069 0.01
C -3.066 4.476 -3.003 -0.32
O -3.074 4.054 -1.850 0.14
C -2.436 5.789 -3.463 -0.46
F -3.226 6.478 -4.337 0.14
F -1.247 5.592 -4.101 0.15
F -2.176 6.647 -2.435 0.13
H -6.201 3.279 -3.945 0.08
H -6.074 1.716 -3.100 0.08
H -5.600 3.225 -2.293 0.08
H -4.211 1.960 -4.717 0.13
H -3.557 1.952 -3.080 0.13
C -6.346 -6.199 -4.535 -0.06
C -5.367 -6.288 -3.380 -0.21
O -4.216 -7.063 -3.752 0.01
C -3.245 -6.400 -4.457 -0.32
O -3.320 -5.217 -4.779 0.14
C -2.063 -7.325 -4.742 -0.47
F -2.449 -8.559 -5.175 0.14
F -1.298 -7.535 -3.632 0.14
F -1.220 -6.837 -5.696 0.14
H -6.610 -7.199 -4.894 0.08
H -7.258 -5.680 -4.230 0.08
H -5.909 -5.662 -5.383 0.08
H -5.840 -6.806 -2.538 0.13
H -5.071 -5.296 -3.021 0.12
```

> What is the formula in the third record?

C4H8N2OS